(one)
This record from the OMol25 dataset describes the molecule C21H23NO5. The level of theory is the ωB97M-V functional and the def2-TZVPD basis.

Cartesian coordinates (Å):
C (-0.339, -0.786, -2.767)
O (0.753, -1.067, -1.883)
C (0.476, -1.397, -0.699)
C (-0.942, -1.628, -0.258)
C (-0.881, -1.968, 1.111)
C (0.269, -2.080, 1.947)
C (0.198, -2.705, 3.466)
C (-1.127, -3.022, 3.813)
O (1.440, -2.760, 4.008)
C (1.512, -2.122, 1.253)
C (1.684, -1.639, -0.047)
C (2.984, -1.321, -0.505)
O (2.905, 0.084, -0.905)
C (3.568, 0.399, -2.030)
O (3.879, -0.363, -3.000)
C (3.220, 2.053, -2.235)
N (1.653, 2.232, -1.876)
C (1.432, 2.558, -0.629)
O (2.239, 2.796, 0.165)
C (0.110, 2.216, -0.262)
C (-0.978, 2.045, -1.397)
C (-2.188, 2.063, -0.812)
C (-3.615, 2.200, -1.841)
C (-2.441, 1.431, 0.431)
C (-1.358, 1.436, 1.344)
C (-1.884, 0.786, 2.611)
C (-0.277, 1.650, 0.866)
H (0.001, -0.605, -3.712)
H (-0.841, -1.901, -3.018)
H (-0.947, 0.019, -2.590)
H (-1.769, -1.407, -0.630)
H (-1.941, -2.221, 1.595)
H (-1.720, -3.756, 3.240)
H (-0.962, -3.510, 4.754)
H (-1.869, -2.286, 3.990)
H (2.592, -2.161, 1.943)
H (3.402, -1.955, -1.480)
H (3.904, -1.602, 0.049)
H (3.508, 2.366, -3.121)
H (3.815, 2.513, -1.571)
H (1.059, 1.432, -2.550)
H (-0.844, 2.627, -2.161)
H (-2.976, 2.127, -2.857)
H (-4.068, 1.374, -1.817)
H (-4.067, 3.025, -1.504)
H (-3.503, 1.082, 0.648)
H (-2.702, 0.214, 2.784)
H (-2.064, 1.753, 3.356)
H (-1.034, 0.299, 3.070)
H (0.736, 1.480, 1.714)

For the HOMO energy, the calculation gives -8.4 eV. The calculation puts the LUMO energy at -0.180 eV. As for the SMILES: COc1ccc(C(C)=O)cc1COC(=O)CNC(=O)c1cc(C)cc(C)c1.

(two)
This record from the OMol25 dataset describes the molecule C21H23NO5. The level of theory is the ωB97M-V functional and the def2-TZVPD basis.

Cartesian coordinates (Å):
C (-4.138, -1.537, -0.414)
C (-3.462, -0.275, 0.017)
C (-3.157, 0.728, -0.895)
C (-2.508, 1.876, -0.487)
C (-2.118, 2.034, 0.844)
C (-1.385, 3.256, 1.213)
O (-1.555, 4.326, 0.678)
C (-0.322, 3.088, 2.302)
O (0.505, 1.971, 1.988)
C (0.669, 1.015, 2.902)
O (0.167, 1.011, 3.991)
C (1.635, -0.049, 2.378)
C (1.407, -1.393, 3.058)
N (1.548, -0.117, 0.932)
C (0.443, -0.571, 0.239)
O (-0.521, -1.089, 0.739)
C (0.690, -0.333, -1.234)
C (0.873, -1.652, -2.006)
C (1.022, -1.301, -3.491)
C (2.422, -0.655, -3.562)
C (2.905, -0.708, -2.107)
C (2.306, -2.033, -1.634)
C (2.076, 0.316, -1.308)
C (2.534, 0.426, 0.126)
O (3.570, 0.872, 0.543)
C (-2.436, 1.034, 1.764)
C (-3.110, -0.095, 1.351)
H (-3.441, -2.369, -0.323)
H (-4.472, -1.473, -1.447)
H (-4.995, -1.750, 0.222)
H (-3.431, 0.608, -1.933)
H (-2.271, 2.660, -1.191)
H (0.307, 3.982, 2.329)
H (-0.787, 2.938, 3.284)
H (2.649, 0.320, 2.592)
H (1.425, -1.249, 4.135)
H (2.187, -2.096, 2.776)
H (0.438, -1.795, 2.775)
H (-0.129, 0.265, -1.637)
H (0.097, -2.384, -1.789)
H (0.236, -0.627, -3.829)
H (0.974, -2.204, -4.100)
H (2.391, 0.364, -3.943)
H (3.090, -1.232, -4.201)
H (3.978, -0.579, -1.982)
H (2.675, -2.886, -2.201)
H (2.446, -2.221, -0.571)
H (2.103, 1.304, -1.770)
H (-2.179, 1.143, 2.807)
H (-3.352, -0.863, 2.070)

For the HOMO energy, the calculation gives -9.2 eV. The calculation puts the LUMO energy at 0.371 eV. As for the SMILES: Cc1ccc(C(=O)COC(=O)[C@@H](C)N2C(=O)[C@@H]3[C@H]4CC[C@H](C4)[C@@H]3C2=O)cc1.

Which structure is most stable? (two), by 16.814 eV over the runner-up.

(one)
This record from the OMol25 dataset describes a cluster of 2 separate species, C9H15NO2S in total. The level of theory is the ωB97M-V functional and the def2-TZVPD basis.

Cartesian coordinates (Å):
C (-0.704, 2.374, -0.693)
C (0.667, 1.982, -0.653)
C (-1.441, 1.146, -0.666)
C (-0.508, 0.070, -0.526)
C (-2.905, 0.889, -0.530)
C (-1.714, -2.120, -1.172)
C (-0.921, -1.568, 1.275)
C (3.747, 0.747, 1.656)
C (-0.708, -1.368, -0.256)
N (0.701, 0.652, -0.430)
O (3.472, 0.020, -1.115)
O (3.044, -0.412, 1.277)
S (2.686, -0.779, -0.235)
H (-1.099, 3.364, -0.940)
H (1.706, 2.491, -0.736)
H (-3.115, -0.066, -0.878)
H (-3.213, 1.003, 0.475)
H (-3.455, 1.612, -1.140)
H (-2.555, -2.597, -0.706)
H (-1.081, -2.847, -1.532)
H (-2.062, -1.533, -2.102)
H (-1.834, -1.285, 1.539)
H (-0.147, -0.911, 1.681)
H (-0.857, -2.641, 1.550)
H (4.349, 0.762, 2.613)
H (3.205, 1.632, 1.900)
H (4.462, 1.170, 0.902)
H (0.280, -1.784, -0.561)

For the HOMO energy (alpha / beta), the calculation gives -7.0 / -7.0 eV. The calculation puts the LUMO energy (alpha / beta) at -1.579 / -1.579 eV.

(two)
This record from the OMol25 dataset describes the molecule C9H15NO2S. The level of theory is the ωB97M-V functional and the def2-TZVPD basis.

Cartesian coordinates (Å):
C (-1.702, -3.522, 0.988)
C (-0.363, -3.212, 0.869)
C (-2.866, -3.095, 0.298)
C (-0.553, -0.488, -0.606)
C (3.415, 2.230, -0.313)
C (-1.283, 1.884, -0.152)
C (2.116, 2.120, 0.417)
C (1.159, 1.310, -0.448)
C (-0.252, 0.790, 0.121)
N (-2.741, -2.013, -0.500)
O (-3.434, -1.708, -1.468)
O (-1.836, -0.909, -0.011)
S (0.645, -1.972, 0.115)
H (-1.928, -4.268, 1.801)
H (0.390, -3.500, 1.649)
H (-3.766, -3.695, -0.066)
H (-0.535, -0.546, -1.645)
H (3.846, 1.105, -0.263)
H (3.481, 2.629, -1.358)
H (4.044, 3.002, 0.178)
H (-1.396, 1.880, -1.245)
H (-2.219, 1.680, 0.306)
H (-0.905, 2.848, 0.228)
H (2.344, 1.508, 1.334)
H (1.752, 3.148, 0.730)
H (0.964, 1.865, -1.433)
H (1.776, 0.432, -0.698)
H (-0.155, 0.498, 1.170)

For the HOMO energy (alpha / beta), the calculation gives -8.0 / -8.0 eV. The calculation puts the LUMO energy (alpha / beta) at -0.113 / -0.119 eV.

Which structure is most stable? (one), by 1.524 eV over the runner-up.

(one)
This record from the OMol25 dataset describes the molecule C19H20N2O4. The level of theory is the ωB97M-V functional and the def2-TZVPD basis.

Cartesian coordinates (Å):
O (-7.535, 1.804, -0.402)
C (-6.581, 1.104, -0.605)
O (-6.673, -0.214, -0.675)
C (-5.179, 1.683, -0.809)
C (-4.170, 1.218, 0.252)
C (-3.551, -0.131, -0.074)
O (-4.131, -0.968, -0.754)
N (-2.325, -0.292, 0.459)
C (-1.476, -1.395, 0.418)
C (-1.888, -2.632, -0.074)
C (-1.033, -3.715, -0.053)
C (0.245, -3.586, 0.468)
C (0.673, -2.359, 0.936)
C (-0.160, -1.242, 0.903)
C (0.321, 0.089, 1.365)
O (-0.437, 0.981, 1.745)
N (1.655, 0.270, 1.340)
C (2.276, 1.540, 1.630)
C (2.759, 2.229, 0.342)
C (3.743, 1.352, -0.380)
C (5.094, 1.395, -0.062)
C (5.992, 0.547, -0.686)
C (5.548, -0.361, -1.633)
C (4.203, -0.413, -1.956)
C (3.307, 0.439, -1.333)
H (-5.785, -0.637, -0.818)
H (-5.270, 2.769, -0.775)
H (-4.829, 1.393, -1.803)
H (-3.378, 1.962, 0.356)
H (-4.667, 1.131, 1.222)
H (-1.913, 0.480, 0.999)
H (-2.888, -2.736, -0.462)
H (-1.371, -4.668, -0.430)
H (0.906, -4.438, 0.510)
H (1.662, -2.283, 1.364)
H (2.242, -0.416, 0.891)
H (3.124, 1.372, 2.301)
H (1.530, 2.158, 2.133)
H (1.895, 2.430, -0.294)
H (3.221, 3.180, 0.612)
H (5.445, 2.102, 0.676)
H (7.041, 0.595, -0.434)
H (6.248, -1.022, -2.120)
H (3.849, -1.116, -2.696)
H (2.259, 0.400, -1.597)

For the HOMO energy, the calculation gives -9.1 eV. The calculation puts the LUMO energy at 0.192 eV. As for the SMILES: O=C(O)CCC(=O)Nc1ccccc1C(=O)NCCc1ccccc1.

(two)
This record from the OMol25 dataset describes the molecule C19H20N2O4. The level of theory is the ωB97M-V functional and the def2-TZVPD basis.

Cartesian coordinates (Å):
O (-2.911, -3.332, -0.119)
C (-3.023, -2.143, 0.071)
C (-4.020, -1.265, -0.679)
N (-3.389, -0.032, -1.090)
C (-3.788, 1.170, -0.611)
O (-4.801, 1.320, 0.037)
C (-2.806, 2.293, -0.922)
C (-1.541, 2.038, -0.146)
C (-0.306, 1.958, -0.774)
C (0.839, 1.698, -0.042)
C (0.760, 1.494, 1.325)
C (-0.469, 1.566, 1.960)
C (-1.611, 1.841, 1.230)
N (-2.272, -1.460, 0.982)
C (-0.983, -1.986, 1.342)
C (-0.013, -1.771, 0.180)
O (-0.315, -1.175, -0.823)
O (1.155, -2.348, 0.412)
C (2.145, -2.277, -0.621)
C (3.057, -1.091, -0.451)
C (3.471, -0.356, -1.553)
C (4.324, 0.723, -1.390)
C (4.760, 1.080, -0.125)
C (4.348, 0.350, 0.977)
C (3.504, -0.734, 0.815)
H (-4.863, -0.999, -0.033)
H (-4.393, -1.825, -1.541)
H (-2.484, -0.117, -1.532)
H (-3.262, 3.235, -0.612)
H (-2.602, 2.331, -1.992)
H (-0.236, 2.105, -1.842)
H (1.795, 1.648, -0.539)
H (1.655, 1.282, 1.890)
H (-0.538, 1.414, 3.028)
H (-2.569, 1.916, 1.727)
H (-2.344, -0.450, 0.981)
H (-1.076, -3.061, 1.519)
H (-0.604, -1.499, 2.241)
H (1.645, -2.239, -1.594)
H (2.711, -3.210, -0.535)
H (3.123, -0.626, -2.538)
H (4.641, 1.291, -2.252)
H (5.419, 1.926, 0.002)
H (4.687, 0.624, 1.965)
H (3.179, -1.309, 1.670)

For the HOMO energy, the calculation gives -9.3 eV. The calculation puts the LUMO energy at 0.666 eV. As for the SMILES: O=C(CNC(=O)Cc1ccccc1)NCC(=O)OCc1ccccc1.

Which structure is most stable? (one), by 0.603 eV over the runner-up.